No. 1
53
Properties=species:S:1:pos:R:3:forces:R:3:mulliken_charge:R:1 method="wB97M-V/def2-TZVPD" e_lumo_ev=-1.1 gap_ev=6.801 smiles="O=C(CNC(=O)Cc1ccccc1)NCC(=O)OCC(=O)c1cccc2ccccc12" fmax_ev_per_a=19.64 de_lowest_kj_mol=2057.97 charge=0 homo_ha=-0.2909
O -3.551 -2.547 2.011 -5.212 -5.585 -0.519 -0.58
C -2.785 -1.696 1.992 6.304 -0.670 3.070 0.91
N -2.977 -0.521 1.530 5.767 7.200 -1.704 -0.11
H -1.988 0.100 1.508 -2.851 -2.179 0.517 0.32
C -3.682 -0.217 0.322 -8.028 -1.411 10.259 -0.97
C -3.021 -0.261 -0.818 1.598 -0.277 -6.283 0.79
O -1.946 -0.750 -0.964 1.371 -0.357 -0.870 -0.53
O -3.819 0.217 -1.817 -0.584 -0.314 1.225 -0.36
C -3.257 0.295 -3.091 -5.703 10.625 3.294 -1.21
H -4.097 0.822 -3.741 1.822 -1.277 1.069 0.31
C -2.105 1.140 -3.081 6.307 1.156 -9.244 0.59
O -1.498 1.165 -4.303 -2.847 -0.743 4.636 -0.68
C -1.437 2.005 -2.218 -2.364 1.928 9.775 0.28
C -2.467 2.604 -1.125 8.910 -4.160 -6.471 -1.11
C -1.920 3.186 -0.133 1.292 5.364 10.627 -0.47
C -0.544 3.322 0.389 -4.539 -5.430 -11.131 -1.24
C 0.377 2.756 -0.621 0.629 3.331 8.251 1.47
C 1.752 2.689 -0.207 -3.127 -3.365 -7.556 -1.51
C 2.456 1.945 -1.113 8.906 7.581 15.773 0.11
C 2.150 1.408 -2.123 -6.100 -8.376 -16.018 -0.64
C 0.872 1.255 -2.613 0.639 4.824 9.306 -1.18
C -0.093 1.960 -1.524 -2.562 -4.918 -12.880 0.75
H 0.442 0.797 -3.357 -1.705 -2.375 -4.104 0.84
H 2.896 0.954 -2.712 1.028 -0.538 -0.753 0.35
H 3.572 1.754 -0.930 -1.345 0.788 0.549 0.10
H 1.936 3.119 0.624 2.290 2.693 5.502 0.72
H -0.163 3.840 1.079 2.112 3.970 5.828 0.98
H -2.773 3.669 0.649 2.319 -1.068 -1.958 0.05
H -3.368 2.748 -1.346 -7.451 0.751 -1.748 1.06
H -3.024 -0.520 -3.392 2.792 -10.187 -4.214 0.65
H -4.277 0.659 0.688 0.402 -0.178 -1.724 0.25
H -4.507 -1.076 0.519 1.188 1.575 -1.792 0.38
C -1.356 -1.964 2.772 -0.374 -3.695 -6.241 -1.30
N -0.190 -2.013 1.650 -3.662 -6.498 3.597 -0.18
C 0.282 -0.961 1.066 -2.039 -1.132 -1.376 0.70
O -0.229 0.066 1.514 1.944 2.559 -1.223 -0.86
C 1.219 -1.443 -0.116 4.239 12.608 9.874 -0.46
C 2.529 -1.462 0.889 -1.175 -9.137 -5.867 0.88
C 3.075 -2.936 0.732 3.173 3.645 4.993 -0.75
C 4.308 -3.228 1.509 -8.049 10.785 -2.339 -0.94
C 4.936 -1.961 2.007 0.008 -9.179 -0.303 -0.26
C 4.499 -0.804 2.243 -14.159 -8.827 -8.587 -1.72
C 3.340 -0.603 1.375 -0.017 7.283 3.496 0.68
H 2.932 0.468 1.304 0.771 -1.215 0.124 0.10
H 5.017 -0.197 2.499 10.641 13.589 5.982 0.85
H 5.813 -2.258 2.351 4.424 -0.677 1.828 0.49
H 4.688 -4.041 1.251 4.210 -6.974 -1.232 0.56
H 2.536 -3.547 0.077 -0.506 -1.337 -0.571 0.43
H 1.265 -0.583 -0.674 0.293 1.420 -2.275 -0.94
H 0.958 -2.239 -0.443 -2.908 -9.668 -4.106 1.10
H -0.154 -3.038 1.328 0.596 2.567 0.255 0.31
H -1.364 -2.934 3.313 -0.040 0.928 -0.440 0.37
H -1.259 -1.142 3.269 1.374 4.575 3.698 0.63

***

No. 2
11
Properties=species:S:1:pos:R:3:forces:R:3:mulliken_charge:R:1 method="wB97M-V/def2-TZVPD" e_lumo_ev="0.6 / -1.5" gap_ev="8.267 / 6.975" s2=2.01 spin_multiplicity=3 fmax_ev_per_a=4.15 de_lowest_kj_mol=0.00 charge=0 homo_ha="-0.2812 / -0.3124"
C -0.736 0.463 -0.295 -1.405 2.527 -2.083 -0.07
N -0.099 -1.812 -0.040 -0.807 0.596 -0.478 -0.66
N -0.416 -0.915 -0.800 1.712 -1.706 -2.155 0.23
N 1.824 0.142 0.211 0.589 -0.923 0.906 -0.07
N -1.204 0.275 0.957 -1.575 2.993 2.413 -0.51
S 3.324 -0.185 0.327 0.829 -0.323 0.179 -0.05
S 0.990 1.257 -0.540 -1.651 1.670 -0.989 -0.03
H -1.530 1.169 -0.870 2.219 -1.851 0.435 0.31
H -0.031 -0.991 -1.848 -1.332 0.728 1.958 0.30
H -1.390 1.119 1.615 0.792 -2.324 -1.866 0.24
H -0.732 -0.522 1.283 0.630 -1.386 1.680 0.32

***

No. 3
53
Properties=species:S:1:pos:R:3:forces:R:3:mulliken_charge:R:1 method="wB97M-V/def2-TZVPD" e_lumo_ev=-5.2 gap_ev=6.100 fmax_ev_per_a=1.79 charge=+1 homo_ha=-0.4149
C -2.794 -0.882 1.557 -1.517 0.032 -0.005 -1.80
C -1.428 -0.962 1.005 1.395 0.818 0.512 1.92
C -0.960 -2.289 0.593 -0.137 -1.656 -0.656 -1.65
C -0.437 -0.270 1.723 0.317 -0.589 -1.150 0.30
O 0.761 -0.810 1.710 -0.688 1.106 0.470 -0.25
Si 2.194 -0.128 2.389 0.446 -0.565 -0.440 0.37
C 3.444 -1.123 1.433 0.227 0.005 0.169 -0.91
C 2.302 1.668 1.973 0.162 0.378 0.184 -0.95
C 2.172 -0.523 4.188 0.043 0.074 0.211 -1.10
O -0.546 0.878 2.347 -0.364 0.518 -0.004 -0.35
C -1.731 1.753 2.198 0.197 -0.457 0.174 -0.92
H -3.295 -1.849 1.404 0.058 0.378 0.041 0.46
H -2.767 -0.707 2.645 -0.147 -0.014 -0.358 0.34
H -3.423 -0.112 1.097 -0.058 -0.152 0.136 0.31
H -1.818 -2.868 0.232 0.217 0.001 -0.070 0.52
H -0.222 -2.255 -0.211 0.019 -0.267 0.369 0.16
H -0.529 -2.847 1.438 -0.079 0.056 -0.238 0.33
H 4.448 -0.698 1.588 -0.187 -0.216 -0.087 0.39
H 3.451 -2.164 1.789 0.048 0.265 -0.134 0.33
H 3.233 -1.134 0.354 0.057 0.039 0.335 0.16
H 3.365 1.949 2.031 -0.285 0.036 -0.055 0.49
H 1.950 1.905 0.961 0.091 -0.054 0.172 0.27
H 1.750 2.282 2.696 0.117 -0.061 -0.213 0.26
H 3.032 -0.036 4.668 -0.200 -0.125 0.036 0.37
H 1.254 -0.161 4.668 0.193 -0.009 -0.018 0.31
H 2.249 -1.604 4.357 -0.007 0.224 -0.045 0.31
H -1.354 2.767 2.335 -0.002 -0.228 0.080 0.30
H -2.183 1.660 1.203 0.285 -0.133 0.376 0.33
H -2.446 1.485 2.985 0.210 0.219 -0.279 0.33
F -0.400 -3.619 -4.022 0.808 1.018 0.643 -0.31
C 0.325 -2.652 -3.368 -0.561 -0.357 -0.421 0.02
C 1.714 -2.649 -3.484 -0.155 0.107 -0.032 -0.54
C 2.446 -1.677 -2.795 -0.169 0.176 -0.090 -0.77
C 1.795 -0.746 -1.990 -0.595 -0.157 0.315 -0.76
C 0.385 -0.751 -1.898 -0.088 -1.170 -0.183 -0.22
C -0.269 0.220 -1.044 0.842 0.843 0.656 0.92
C -1.096 1.239 -1.612 -0.955 0.887 -0.285 1.44
C -1.134 2.524 -1.002 -0.088 -0.635 -0.106 -0.58
C -1.956 3.520 -1.513 0.119 0.039 -0.066 -0.64
C -2.731 3.287 -2.657 0.288 -0.187 0.154 -0.71
C -2.636 2.044 -3.280 -0.191 -0.058 -0.879 0.09
F -3.329 1.835 -4.447 0.633 0.227 1.240 -0.31
C -1.817 1.030 -2.816 -0.140 0.238 0.550 -0.83
C -0.365 -1.700 -2.630 0.353 -0.167 0.135 -0.10
H 2.195 -3.381 -4.132 -0.110 0.151 0.268 0.46
H 3.530 -1.628 -2.893 -0.291 -0.126 0.002 0.43
H 2.339 0.015 -1.426 -0.012 -0.288 -0.228 0.79
H 0.335 0.531 -0.189 -0.020 0.163 -0.612 -0.79
H -0.484 2.705 -0.138 -0.372 0.009 -0.329 0.49
H -1.967 4.499 -1.026 -0.068 -0.309 -0.270 0.43
H -3.350 4.068 -3.089 0.044 -0.188 0.077 0.47
H -1.743 0.089 -3.349 -0.148 0.384 -0.038 0.70
H -1.455 -1.727 -2.554 0.466 -0.222 -0.016 0.67

***

No. 4
12
Properties=species:S:1:pos:R:3:forces:R:3:mulliken_charge:R:1 method="wB97M-V/def2-TZVPD" e_lumo_ev=1.0 gap_ev=10.441 smiles="C1=COCOC1" fmax_ev_per_a=4.95 de_lowest_kj_mol=245.98 charge=0 homo_ha=-0.3461
C 0.517 0.705 -1.119 1.644 1.235 -0.694 -0.22
C 0.617 0.212 1.157 -4.368 -2.317 -0.087 -0.39
C -0.698 -0.682 0.718 3.409 1.526 2.778 -0.30
C -0.812 -0.867 -0.558 -2.286 -1.835 -1.418 -0.27
H 1.203 1.065 -1.920 -0.575 0.098 0.708 0.20
H -0.222 1.457 -0.761 0.160 -0.267 -0.608 0.39
H 0.081 1.098 1.543 1.101 0.338 -0.018 0.27
H 1.125 -0.354 1.954 0.416 0.597 -0.663 0.36
H -1.318 -1.192 1.462 -0.012 0.487 -0.510 0.34
H -1.716 -1.357 -0.817 -0.497 -0.891 -0.964 0.40
O 1.304 0.344 -0.037 2.053 0.796 0.776 -0.41
O -0.081 -0.431 -1.621 -1.044 0.232 0.700 -0.38